Entry w
This record from the Open Molecules 2025 dataset describes an isolated molecule of C4H9N3. The level of theory is ωB97M-V with the def2-TZVPD basis set.

The structure (SMILES) is CN(C)N(C)C#N.

Element x y z (Å)
H1 0.02223 -1.80922 0.11106
H2 -0.82518 -1.57447 -1.52222
C1 -2.63176 -0.20243 0.41539
H3 0.32180 1.78883 1.97328
C2 -0.90572 -1.52825 -0.45589
H4 0.81020 0.74926 -1.36965
H5 0.89073 2.34843 -0.31770
C3 0.23854 1.51649 -0.86139
H6 -1.72502 -2.20321 -0.43756
N1 -1.41872 -0.17088 -0.11348
H7 1.44855 0.58173 1.13198
N2 -3.58598 -0.28170 1.05037
N3 -0.51625 1.05145 0.31196
H8 -0.55754 1.80273 -1.54838
C4 0.43408 0.85999 1.43004
H9 0.17791 0.08246 2.19760

---

Entry x
This record from the Open Molecules 2025 dataset describes a structure of composition C4H9N3. The level of theory is ωB97M-V with the def2-TZVPD basis set.

Element x y z (Å)
H1 -2.33700 -0.72819 -0.59500
C1 0.24958 0.60525 -0.13790
H2 0.58771 1.35672 -2.01970
N1 0.14144 -1.90111 -0.80295
H3 -2.96099 -0.02862 0.75186
H4 -0.46130 2.29232 -1.00342
C2 0.11715 -0.79541 -0.12101
N2 0.25966 1.58283 -1.08865
H5 0.72516 -1.79969 -1.63416
H6 1.77480 -1.05367 1.40207
H7 -0.85857 -0.05117 1.76209
H8 1.66817 0.66277 1.65473
H9 2.53945 -0.01648 0.20892
C3 -0.91036 -0.05865 0.67930
C4 1.68224 -0.10357 0.87624
N3 -2.21714 0.03668 0.06758

---

Entry y
This record from the Open Molecules 2025 dataset describes a structure of composition C4H9N3. The level of theory is ωB97M-V with the def2-TZVPD basis set.

Element x y z (Å)
C1 1.72874 0.65728 0.66867
H1 1.34835 1.65786 0.46478
H2 0.28645 0.93130 -2.50471
C2 0.14181 -0.38886 -0.97655
C3 0.68742 -0.38557 0.96684
C4 -2.06472 -0.49938 0.12115
H3 0.06367 -0.04005 1.79787
H4 -2.20478 0.58257 0.25672
H5 -2.46616 -1.01228 0.99510
H6 -2.62644 -0.79412 -0.77172
H7 3.24395 -0.48710 0.78362
H8 -1.26195 0.97043 -1.76836
N1 2.97996 0.48453 0.59912
N2 -0.66232 -0.90712 -0.04389
N3 -0.32300 0.58128 -1.78564
H9 1.12901 -1.35079 1.19700

---

Relative energies with respect to the most stable structure, expressed in kcal/mol: entry w 0.0; entry x 23.2; entry y 18.2.

---

Entry w
This record from the Open Molecules 2025 dataset describes an isolated molecule of CH5N3O2S. The level of theory is ωB97M-V with the def2-TZVPD basis set.

Element x y z (Å)
H1 -0.39544 1.63434 -0.82590
C1 -1.21871 -0.83984 0.40246
N1 -2.43357 -0.70650 0.01911
H2 -0.13569 2.10530 0.69872
O1 2.08843 -1.12526 -0.79750
N2 -0.48549 1.38055 0.14431
H3 -0.81970 -1.74138 0.71131
S1 1.87333 -0.07127 0.44733
H4 -2.69179 0.13801 -0.42217
O2 2.06790 1.27728 -0.06453
H5 2.29733 -2.07481 -0.72153
N3 -0.14660 0.02358 0.40839

---

Entry x
This record from the Open Molecules 2025 dataset describes an isolated molecule of CH5N3O2S. The level of theory is ωB97M-V with the def2-TZVPD basis set.

Element x y z (Å)
H1 -1.66900 2.22621 0.50627
N1 -1.76586 1.18020 0.21402
H2 0.75808 -1.73059 0.19150
O1 2.91828 0.64403 0.37580
H3 2.07178 -1.73805 1.39500
H4 -1.92829 -0.79927 -1.15438
H5 -2.72966 1.11475 -0.04067
O2 0.41198 0.80018 0.02717
C1 -0.80693 0.41491 -0.37552
N2 1.66783 -1.43217 0.45637
N3 -0.90153 -0.60451 -1.18577
S1 1.97331 -0.07570 -0.40979

---

Relative energies with respect to the most stable structure, expressed in kcal/mol: entry w 49.3; entry x 0.0.

---

Entry w
This record from the Open Molecules 2025 dataset describes the ion C6H11N2 with charge +1. The level of theory is ωB97M-V with the def2-TZVPD basis set.

Its net charge is +1.

Element x y z (Å)
H1 0.56461 2.18452 -0.72882
H2 -1.04199 -1.33315 -2.00178
H3 2.27554 -0.36865 2.65351
C1 -0.43328 -0.30507 0.50560
H4 0.72507 -0.93102 -2.23866
N1 1.65289 0.63808 0.21470
C2 -0.02522 0.10168 -0.87036
C3 -1.75009 0.27423 0.94944
H5 -0.47933 -1.41438 0.32698
H6 -1.47926 1.37544 1.06070
N2 1.34353 -0.55946 2.25731
C4 -0.25927 -0.66366 -2.07950
H7 -0.53499 -0.02452 -2.84085
H8 -2.46943 0.09798 0.00361
H9 -2.34122 -0.21580 1.78292
H10 0.67790 -1.16402 2.73749
H11 1.62749 1.16843 -1.89123
C5 0.97577 -0.03946 1.09679
C6 0.97128 1.17883 -0.93786

---

Entry x
This record from the Open Molecules 2025 dataset describes the ion C6H11N2 with charge +1. The level of theory is ωB97M-V with the def2-TZVPD basis set.

Its net charge is +1.

Element x y z (Å)
C1 2.21524 -1.19379 0.00176
H1 -3.07272 1.89548 0.18053
H2 1.77719 2.12528 -0.87381
H3 2.49884 1.65410 0.42076
H4 2.37470 -1.45650 1.07542
N1 -1.43556 -1.05891 -0.15832
H5 -0.27781 -2.15692 0.87039
C2 0.51645 0.61942 -0.19130
C3 -2.10476 -0.10636 0.00368
H6 2.10029 -2.09527 -0.74707
H7 1.01430 2.59749 0.64201
H8 2.99223 -0.37884 -0.18776
C4 1.45042 1.77022 0.00206
H9 -0.15008 -2.23160 -0.93661
H10 -3.74786 0.70729 0.92778
N2 0.90081 -0.59656 0.02240
C5 -0.18413 -1.62828 -0.00289
C6 -3.23285 0.78171 -0.00210
H11 -3.63470 0.75204 -1.04693

---

Entry y
This record from the Open Molecules 2025 dataset describes a structure of composition C6H11N2. The level of theory is ωB97M-V with the def2-TZVPD basis set.

Its net charge is +1.

Element x y z (Å)
H1 -3.62890 0.15209 -0.80053
C1 -0.93862 -0.20558 0.07525
C2 -3.37207 -0.23648 0.19995
H2 -4.10249 -0.89951 0.64607
C3 3.22612 -0.61105 -0.32583
N1 -2.04216 -0.84863 0.15835
N2 -0.44408 0.96978 -0.19214
C4 1.71262 -0.27016 -0.09707
H3 -3.27394 0.65921 0.87268
H4 0.69408 -2.18062 0.54809
H5 -1.89212 -1.92026 0.22459
H6 1.23907 1.65544 0.75709
H7 3.67022 0.16059 -0.83794
H8 3.61490 -0.68498 0.67786
H9 3.27704 -1.62380 -0.77400
C5 1.03539 1.09739 -0.22204
H10 -0.91340 1.86499 -0.16889
C6 0.80793 -1.18259 0.26176
H11 1.12140 1.56299 -1.13486

---

Relative energies with respect to the most stable structure, expressed in kcal/mol: entry w 11.6; entry x 56.5; entry y 0.0.

---

Entry w
This record from the Open Molecules 2025 dataset describes the ion C6H11N2 with charge +1. The level of theory is ωB97M-V with the def2-TZVPD basis set.

Its net charge is +1. The structure (SMILES) is [H]/N=C1/[C@@H]2C[C@]12[C@H](C)[NH3+].

Element x y z (Å)
H1 -0.90825 -1.64203 1.50146
H2 -1.84996 -0.88953 -1.94115
H3 0.84962 -2.31640 1.66160
C1 -0.37574 1.47541 -1.12591
H4 0.51506 2.14569 -1.29061
C2 -0.15757 -0.01118 -0.98272
H5 -0.79809 1.82729 -0.28226
C3 0.23861 -1.55914 1.39247
H6 -1.24016 -1.60300 -0.38820
H7 3.24148 0.84083 0.22975
H8 -1.08321 1.85420 -1.89841
H9 -0.27093 0.60119 2.18230
H10 0.25853 -0.55233 -1.82925
C4 0.47186 -0.10959 1.78942
C5 0.54297 -0.27320 0.27070
C6 1.68859 0.27650 1.01740
H11 -2.34329 -0.23497 -0.38689
N1 2.74825 0.86488 1.04589
N2 -1.52778 -0.69461 -0.96561

---

Entry x
This record from the Open Molecules 2025 dataset describes the ion C6H11N2 with charge +1. The level of theory is ωB97M-V with the def2-TZVPD basis set.

Its net charge is +1.

Element x y z (Å)
H1 2.64709 -1.39926 -1.05874
C1 2.59716 -0.70826 -0.03457
H2 -0.06498 -0.84324 1.71546
C2 -2.71005 -0.13117 -0.38079
H3 2.25491 1.36538 -0.85734
H4 -0.01139 0.21824 -1.43159
H5 -2.68149 1.77774 -0.46071
C3 0.31490 0.33977 -0.40852
C4 -0.77442 0.98076 0.44852
H6 1.81776 1.10141 0.98692
N1 -2.10566 1.00347 -0.14879
C5 -0.34539 -0.46194 0.70272
H7 2.21369 -1.49575 0.62699
N2 -2.09195 -1.21909 -0.01508
H8 -2.56099 -2.08737 0.01914
H9 -3.57923 -0.10105 -0.91242
H10 3.62819 -0.68536 0.12941
H11 -0.33414 1.72874 1.18493
C6 1.78600 0.61699 -0.10552

---

Entry y
This record from the Open Molecules 2025 dataset describes a structure of composition C6H11N2. The level of theory is ωB97M-V with the def2-TZVPD basis set.

Its net charge is +1.

Element x y z (Å)
H1 -0.63486 -0.17395 2.39989
H2 -2.32190 -0.91635 -0.61218
H3 1.80616 0.90629 -1.71570
C1 1.03746 0.81886 1.17672
C2 0.58831 -0.74222 -1.87747
N1 -1.46014 -0.75996 -0.04591
C3 -0.41055 0.78378 1.71353
H4 -0.57016 1.71122 2.17345
H5 0.31616 -2.02060 -0.05466
H6 1.48093 1.86150 1.21586
H7 0.05992 -0.96664 -2.70558
C4 -0.98246 0.65550 0.25202
H8 -1.83035 -1.31764 0.70265
C5 0.49273 0.31404 -0.13936
H9 1.59674 -1.33779 -1.97117
C6 -0.00467 -1.04195 -0.46406
H10 -1.63327 1.40300 -0.21165
N2 0.80344 0.64914 -1.56937
H11 1.66651 0.17377 1.73300

---

Relative energies with respect to the most stable structure, expressed in kcal/mol: entry w 27.3; entry x 0.0; entry y 2.9.